(1)
C2H4N2OS | ωB97M-V/def2-TZVPD

## Properties
- Calculated total energy: -17999.2865 eV
- Net charge: 0

CARTESIAN COORDINATES (ANGSTROEM)
C  -0.52  0.33  -0.19
C  1.84  0.35  -0.02
H  -2.43  1.01  0.62
H  -1.20  2.23  0.57
H  0.30  2.17  -0.25
H  2.92  0.83  -0.16
N  -1.50  1.21  0.40
N  0.65  0.95  -0.58
O  1.73  -0.77  0.51
S  -0.96  -1.20  -0.14

Results of the Mulliken charge analysis, in e, for atoms 1 through 6: 0.476, 0.139, 0.190, 0.109, 0.314, 0.311

***

(2)
C2H4N2OS | ωB97M-V/def2-TZVPD

## Properties
- Calculated total energy: -17998.7581 eV
- Net charge: 0
- SMILES string: [H]/N=C\N(O)C=S

CARTESIAN COORDINATES (ANGSTROEM)
H  -2.46  0.90  0.52
N  -2.20  -0.08  0.19
C  -1.04  -0.52  -0.14
N  0.20  0.22  -0.03
O  0.14  1.52  -0.08
C  1.27  -0.59  -0.04
S  2.74  0.07  0.10
H  -0.90  -1.64  -0.34
H  1.07  1.73  -0.21
H  1.18  -1.62  0.03

Results of the Mulliken charge analysis, in e, for atoms 1 through 6: 0.279, -0.589, 0.202, 0.118, -0.338, 0.023

***

HOMO per entry: -8.304; -8.978 eV